C25H36N4O | ωB97M-V/def2-TZVPD

Values from the calculation:
**M**: 408.6 g/mol
**SMILES**: CCCCCCCCNC(=O)/C(C#N)=C/c1cn(CCCN(C)C)c2ccccc12
**ΔE to the lowest compared entry with this formula, charge and spin**: 2.688 eV
**Frontier orbital gap**: 7.821 eV
**HOMO energy**: -7.9 eV
**Total charge**: 0

Geometry as XYZ:
```
66
C25H36N4O | the OMol25 dataset | ωB97M-V/def2-TZVPD
C -3.367 -4.932 -0.430
C -4.498 -4.009 0.005
C -4.303 -2.588 -0.518
C -5.421 -1.651 -0.070
C -5.220 -0.236 -0.606
H -4.211 0.090 -0.349
C -6.257 0.742 -0.051
C -5.974 2.203 -0.421
H -6.915 2.748 -0.513
C -5.126 2.942 0.620
N -3.817 2.364 0.797
C -2.693 2.928 0.301
O -2.670 4.022 -0.232
C -1.456 2.107 0.476
C -0.259 2.686 0.190
C 1.039 2.123 0.269
C 1.419 0.841 0.637
N 2.760 0.708 0.594
C 3.314 1.897 0.180
C 4.644 2.245 -0.017
C 4.909 3.533 -0.434
C 3.881 4.453 -0.649
C 2.560 4.112 -0.451
C 2.264 2.819 -0.032
H 1.773 4.832 -0.619
H 4.132 5.451 -0.976
H 5.931 3.838 -0.598
H 5.442 1.538 0.151
C 3.492 -0.504 0.834
H 2.907 -1.140 1.504
H 4.441 -0.262 1.319
C 3.794 -1.250 -0.471
H 4.147 -0.532 -1.213
H 2.886 -1.711 -0.860
C 4.852 -2.328 -0.233
N 6.091 -1.749 0.265
C 6.892 -1.175 -0.798
H 7.253 -1.934 -1.510
H 6.309 -0.438 -1.346
H 7.755 -0.675 -0.360
C 6.868 -2.700 1.034
H 7.750 -2.197 1.428
H 7.197 -3.565 0.439
H 6.272 -3.058 1.873
H 4.474 -3.020 0.522
H 5.012 -2.898 -1.163
H 0.797 0.019 0.935
H -0.319 3.718 -0.137
C -1.607 0.779 0.888
N -1.790 -0.312 1.212
H -3.766 1.450 1.221
H -4.968 3.975 0.299
H -5.645 2.944 1.584
H -5.469 2.246 -1.388
H -6.302 0.648 1.037
H -7.237 0.455 -0.438
H -5.287 -0.248 -1.696
H -5.441 -1.623 1.023
H -6.386 -2.038 -0.408
H -3.349 -2.199 -0.156
H -4.262 -2.608 -1.610
H -4.546 -3.986 1.096
H -5.450 -4.403 -0.360
H -2.413 -4.561 -0.060
H -3.314 -4.985 -1.516
H -3.519 -5.937 -0.044
```

***

C23H25AuF9N4O3PS2 | ωB97M-V/def2-TZVPD

Values from the calculation:
**M**: 868.5 g/mol
**ΔE to the lowest compared entry with this formula, charge and spin**: 0.000 eV
**Frontier orbital gap**: 3.813 eV
**HOMO energy**: -0.8 eV
**Total charge**: -2

Geometry as XYZ:
```
68
C23H25AuF9N4O3PS2 | the OMol25 dataset | ωB97M-V/def2-TZVPD
Au -0.326 0.505 -0.207
N -0.976 3.305 -3.391
C -2.268 2.850 -3.220
C -2.207 1.877 -2.274
N -0.891 1.717 -1.886
C -0.172 2.573 -2.577
C 1.276 2.765 -2.546
N 2.144 2.081 -1.857
C 3.372 2.613 -2.171
C 3.240 3.632 -3.060
N 1.888 3.708 -3.338
H -0.671 3.907 -4.133
H -3.095 3.268 -3.765
H -2.974 1.259 -1.799
H 4.275 2.219 -1.735
H 3.956 4.276 -3.540
H 1.447 4.548 -3.669
F -6.093 -2.324 -1.027
C -5.126 -1.440 -1.359
F -5.670 -0.614 -2.289
F -4.171 -2.131 -1.987
C -4.522 -0.600 -0.165
O -3.408 -0.015 -0.508
C -4.358 -1.579 1.054
F -5.543 -1.904 1.640
F -3.795 -2.734 0.669
F -3.589 -1.043 1.994
C -5.639 0.454 0.241
F -5.526 1.562 -0.514
F -5.517 0.853 1.519
F -6.918 0.030 0.094
C 0.204 -5.572 1.992
C 0.133 -6.279 3.340
C 1.211 -7.353 3.466
O 0.204 -5.418 4.461
P 0.981 -3.924 4.586
S 1.324 -3.851 6.586
S 0.293 -2.112 1.576
O 2.440 -4.504 3.894
C 3.374 -3.580 3.364
C 4.490 -4.412 2.748
C 3.922 -2.632 4.425
H 0.147 -6.310 1.186
H 1.139 -5.021 1.900
H -0.620 -4.869 1.873
H -0.852 -6.759 3.418
H 2.191 -6.880 3.416
H 1.118 -8.096 2.666
H 1.122 -7.855 4.431
H 2.889 -2.988 2.576
H 4.966 -5.016 3.526
H 5.245 -3.767 2.291
H 4.089 -5.084 1.987
H 4.258 -3.205 5.291
H 3.153 -1.941 4.767
H 4.755 -2.051 4.015
C 0.462 -0.507 1.351
C 1.262 0.245 2.361
C 1.207 -0.098 3.714
C 1.928 0.625 4.652
C 2.741 1.679 4.252
C 2.817 2.015 2.905
C 2.068 1.315 1.971
H 0.593 -0.936 4.021
H 1.865 0.345 5.697
H 3.312 2.236 4.987
H 3.454 2.832 2.585
H 2.106 1.573 0.918
```

***

C6H10O | ωB97M-V/def2-TZVPD

Values from the calculation:
**M**: 98.1 g/mol
**SMILES**: C=CC=O.C=CC
**ΔE to the lowest compared entry with this formula, charge and spin**: 1.797 eV
**Frontier orbital gap**: 9.699 eV
**HOMO energy**: -9.6 eV
**Total charge**: 0

Geometry as XYZ:
```
17
C6H10O | the OMol25 dataset | ωB97M-V/def2-TZVPD
O 1.279 -1.605 1.642
C 2.058 -1.042 0.905
C 1.852 0.328 0.382
C 0.875 1.087 0.877
C -1.332 0.509 -0.804
C -0.622 -0.789 -1.109
C -2.337 0.587 0.067
H 2.977 -1.565 0.572
H 2.435 0.621 -0.489
H 0.455 -0.765 -1.334
H 0.616 2.066 0.486
H 0.205 0.686 1.630
H -1.091 1.369 -1.436
H -1.080 -1.175 -2.021
H -0.766 -1.517 -0.302
H -3.016 1.438 0.171
H -2.506 -0.233 0.762
```

***

C5H10N2O | ωB97M-V/def2-TZVPD

Values from the calculation:
**M**: 114.1 g/mol
**SMILES**: C[C@H]1N[C@@]1(C)C(N)=O
**ΔE to the lowest compared entry with this formula, charge and spin**: 0.897 eV
**Frontier orbital gap**: 9.712 eV
**HOMO energy**: -8.8 eV
**Total charge**: 0

Geometry as XYZ:
```
18
C5H10N2O | the OMol25 dataset | ωB97M-V/def2-TZVPD
C -0.432 0.378 -0.222
C 1.096 0.769 0.298
C -1.656 1.130 0.238
C 2.288 -0.126 0.395
N 0.543 1.157 -0.937
C -0.535 -1.063 -0.564
N -1.593 -1.735 -0.019
O 0.276 -1.635 -1.280
H 0.941 0.719 -1.764
H 0.994 1.505 1.089
H -1.632 -2.728 -0.183
H -2.182 -1.327 0.684
H -1.828 1.019 1.311
H -1.523 2.192 0.035
H -2.548 0.807 -0.298
H 3.154 0.355 -0.064
H 2.521 -0.359 1.434
H 2.119 -1.057 -0.152
```

***

C4H13N3 | ωB97M-V/def2-TZVPD

Values from the calculation:
**M**: 103.2 g/mol
**SMILES**: C=[NH+]CN([NH3+])CC
**ΔE to the lowest compared entry with this formula, charge and spin**: 5.673 eV
**Frontier orbital gap**: 9.721 eV
**HOMO energy**: -18.7 eV
**Total charge**: +2

Geometry as XYZ:
```
20
C4H13N3 | the OMol25 dataset | ωB97M-V/def2-TZVPD
C -1.233 -0.953 -3.038
C -0.773 -0.596 -0.736
C 1.697 0.524 1.941
C 1.367 0.066 0.507
N -0.888 -0.155 -2.111
N -0.856 0.652 1.304
N -0.063 0.308 0.098
H -1.315 -1.990 -2.793
H -1.438 -0.487 -3.885
H -1.748 -0.766 -0.236
H -0.301 -1.603 -0.765
H 1.602 1.724 1.789
H 1.107 0.217 2.786
H 2.836 0.288 2.083
H 1.814 -1.025 0.472
H 2.009 0.590 -0.213
H -0.887 0.888 -2.371
H -0.222 1.342 1.764
H -1.816 0.965 1.063
H -0.893 0.013 2.341
```

***

CH3FIP | ωB97M-V/def2-TZVPD

Values from the calculation:
**M**: 191.9 g/mol
**ΔE to the lowest compared entry with this formula, charge and spin**: 0.102 eV
**Frontier orbital gap**: 10.048 eV
**HOMO energy**: -9.9 eV
**Total charge**: 0

Geometry as XYZ:
```
7
CH3FIP | the OMol25 dataset | ωB97M-V/def2-TZVPD
C -0.543 0.241 -0.314
F 1.041 0.841 1.570
P 0.824 1.411 0.037
I -0.738 0.027 -2.414
H -0.453 -0.676 0.282
H -1.492 0.642 -0.001
H 1.591 0.350 -0.458
```

***

C8H13N5OS | ωB97M-V/def2-TZVPD

Values from the calculation:
**M**: 227.3 g/mol
**ΔE to the lowest compared entry with this formula, charge and spin**: 0.259 eV
**Frontier orbital gap**: 6.683 eV
**HOMO energy**: -15.7 eV
**Total charge**: +2

Geometry as XYZ:
```
28
C8H13N5OS | the OMol25 dataset | ωB97M-V/def2-TZVPD
C -3.718 0.776 1.143
C -2.716 1.148 0.212
C -3.095 -0.104 2.032
C -1.551 0.521 0.619
C -0.193 0.622 0.278
C 1.589 -2.805 -1.850
C 0.941 2.542 -0.803
C 2.063 -0.155 1.028
N 0.363 1.460 -0.591
N 0.939 -1.953 -1.122
N 1.437 2.984 -1.953
N 0.218 -1.967 -0.177
N 0.635 -0.262 0.972
O -1.815 -0.211 1.684
S 0.918 -4.364 -2.051
H -4.755 1.171 1.158
H -2.740 1.963 -0.620
H -3.294 -0.602 2.986
H 2.428 -2.275 -2.394
H 1.272 3.142 0.159
H 2.578 -1.234 1.164
H 2.267 0.199 -0.055
H 2.430 0.547 1.742
H 2.102 3.804 -1.945
H 1.261 2.540 -2.847
H 0.300 -2.761 0.542
H 0.251 -0.594 1.838
H -0.116 -4.130 -1.148
```

***

C4H8O2 | ωB97M-V/def2-TZVPD

Values from the calculation:
**M**: 88.1 g/mol
**SMILES**: C=C(C)O.C=O
**ΔE to the lowest compared entry with this formula, charge and spin**: 2.032 eV
**Frontier orbital gap**: 9.389 eV
**HOMO energy**: -8.9 eV
**Total charge**: 0

Geometry as XYZ:
```
14
C4H8O2 | the OMol25 dataset | ωB97M-V/def2-TZVPD
O 0.258 -1.256 -0.993
C 0.101 0.101 -0.910
C -1.005 0.663 -1.399
C -0.798 -0.931 1.907
O 0.380 -1.194 1.824
C 1.266 0.856 -0.330
H 0.701 -1.553 -0.182
H 2.088 0.877 -1.054
H -1.772 0.044 -1.855
H -1.133 1.740 -1.406
H -1.527 -1.259 1.146
H -1.194 -0.344 2.756
H 0.994 1.885 -0.082
H 1.641 0.372 0.579
```

***

C4H9NO | ωB97M-V/def2-TZVPD

Values from the calculation:
**M**: 87.1 g/mol
**SMILES**: C=CO.C=NC
**ΔE to the lowest compared entry with this formula, charge and spin**: 4.022 eV
**Frontier orbital gap**: 10.086 eV
**HOMO energy**: -9.3 eV
**Total charge**: 0

Geometry as XYZ:
```
15
C4H9NO | the OMol25 dataset | ωB97M-V/def2-TZVPD
C 1.960 0.191 1.997
C 1.642 -0.701 -0.163
N 2.181 0.255 0.483
H 2.365 1.093 2.445
H 0.926 -0.038 2.153
H 2.511 -0.686 2.443
H 1.420 -0.603 -1.212
H 1.592 -1.673 0.189
C -2.575 -0.304 -0.782
C -1.622 0.266 -1.586
O -1.820 1.474 -2.141
H -2.288 -1.023 -0.028
H -3.570 -0.002 -0.749
H -0.729 -0.273 -1.689
H -1.992 2.024 -1.360
```

***

C17H24N2O2 | ωB97M-V/def2-TZVPD

Values from the calculation:
**M**: 288.4 g/mol
**ΔE to the lowest compared entry with this formula, charge and spin**: 19.764 eV
**Frontier orbital gap**: 7.316 eV
**HOMO energy**: -7.4 eV
**Total charge**: 0

Geometry as XYZ:
```
45
C17H24N2O2 | the OMol25 dataset | ωB97M-V/def2-TZVPD
C 4.177 2.089 1.518
C 4.019 3.023 0.346
H 3.592 4.005 0.543
H 5.075 3.217 -0.085
O 3.240 2.713 -0.566
C 2.083 2.795 -0.545
O 1.683 3.333 0.407
N 1.234 2.372 -1.679
C 1.846 1.479 -2.671
H 1.398 1.609 -3.552
C 1.577 -0.088 -2.456
N 0.349 -0.071 -1.549
C -0.691 0.872 -1.647
C -0.151 2.179 -1.681
H -0.635 3.003 -2.347
H -0.305 2.558 -0.603
H -1.514 0.556 -1.108
H -0.748 0.589 -2.849
C 0.428 -0.298 -0.082
C -0.516 -0.969 0.665
C -1.442 -1.646 0.086
C -2.417 -2.475 0.516
C -2.795 -3.812 0.193
C -3.763 -4.531 0.739
C -5.007 -3.620 1.462
C -4.695 -2.498 1.930
C -3.499 -1.757 1.629
H -3.468 -0.745 1.518
H -5.198 -1.957 2.577
H -5.653 -4.381 2.056
H -4.129 -5.457 0.443
H -2.170 -4.153 -0.314
H -1.193 -2.033 -0.971
C -0.681 -0.475 2.287
H -1.083 0.507 2.336
H -1.364 -1.302 2.526
H 0.158 -0.399 2.611
H 0.930 0.517 0.428
H 1.466 -0.891 0.140
H 2.519 -0.536 -1.856
H 1.462 -0.839 -3.075
H 3.196 1.443 -2.800
H 4.592 1.241 1.233
H 4.912 2.608 2.390
H 3.181 2.225 1.857
```

***

C18H28N2O5S | ωB97M-V/def2-TZVPD

Values from the calculation:
**M**: 384.5 g/mol
**SMILES**: Cc1cc(S(=O)(=O)NCC(C)C)ccc1OCC(=O)NC[C@@H]1CCCO1
**ΔE to the lowest compared entry with this formula, charge and spin**: 0.067 eV
**Frontier orbital gap**: 9.678 eV
**HOMO energy**: -9.2 eV
**Total charge**: 0

Geometry as XYZ:
```
54
C18H28N2O5S | the OMol25 dataset | ωB97M-V/def2-TZVPD
C 0.559 2.305 -2.700
C 0.224 1.640 -1.402
C -0.778 0.691 -1.303
C -1.044 0.075 -0.095
C -0.355 0.424 1.046
C 0.652 1.373 0.974
C 0.966 1.957 -0.249
O 1.998 2.830 -0.439
C 2.913 3.016 0.621
H 3.659 3.717 0.238
H 2.436 3.462 1.502
C 3.610 1.709 1.036
O 3.828 1.432 2.195
N 3.945 0.936 -0.012
H 3.717 1.253 -0.942
C 4.491 -0.393 0.124
H 4.463 -0.649 1.186
H 5.534 -0.414 -0.210
C 3.682 -1.417 -0.690
C 2.196 -1.447 -0.290
H 1.565 -0.912 -0.996
C 1.880 -2.940 -0.232
H 1.069 -3.170 0.454
C 3.231 -3.501 0.204
H 3.392 -4.542 -0.075
H 3.365 -3.394 1.290
O 4.196 -2.722 -0.485
H 1.623 -3.313 -1.223
H 2.071 -1.000 0.696
H 3.801 -1.188 -1.760
H 1.201 1.620 1.867
H -0.579 -0.073 1.976
S -2.241 -1.252 -0.011
O -1.697 -2.294 0.810
O -2.675 -1.561 -1.340
N -3.539 -0.630 0.813
H -3.355 -0.525 1.798
C -4.231 0.475 0.193
H -3.698 1.426 0.351
C -5.673 0.591 0.702
C -6.345 1.817 0.090
H -5.805 2.726 0.349
H -7.365 1.908 0.455
H -6.373 1.730 -0.993
C -6.448 -0.680 0.372
H -5.922 -1.548 0.758
H -6.544 -0.791 -0.706
H -7.444 -0.645 0.808
H -5.639 0.711 1.791
H -4.232 0.250 -0.876
H -1.345 0.389 -2.170
H 0.515 3.387 -2.589
H 1.574 2.052 -3.003
H -0.130 1.993 -3.479
```

***

C2H12O4 | ωB97M-V/def2-TZVPD

Values from the calculation:
**M**: 100.1 g/mol
**SMILES**: CCO.O.O.O
**ΔE to the lowest compared entry with this formula, charge and spin**: 0.580 eV
**Frontier orbital gap**: 11.068 eV
**HOMO energy**: -10.7 eV
**Total charge**: 0

Geometry as XYZ:
```
18
C2H12O4 | the OMol25 dataset | ωB97M-V/def2-TZVPD
O 1.610 -2.348 -0.098
H 1.108 -1.646 -0.552
H 0.943 -2.885 0.340
O 0.654 1.939 0.263
H 0.909 1.076 -0.089
H -0.245 1.809 0.576
O 2.551 3.874 -0.743
H 2.149 3.088 -0.332
H 3.500 3.770 -0.614
C -1.473 -1.062 1.158
C -1.713 -0.994 -0.344
O -0.531 -0.533 -1.021
H -1.767 -0.147 1.671
H -0.424 -1.249 1.393
H -2.009 -1.891 1.621
H -2.536 -0.299 -0.537
H -1.971 -1.986 -0.732
H -0.754 -0.516 -1.959
```